ORCA calculation (ωB97M-V/def2-TZVPD) on a cluster of 2 separate species, C7H19N6O in total at a distorted geometry.

HOMO (alpha / beta): -13.35 / -11.43 eV
total charge: +1
M: 203.27 g/mol

```
33
Properties=species:S:1:pos:R:3:forces:R:3
C 0.779421 1.283836 -0.355364 -0.3 -0.2 1.1
C 1.606246 0.174061 0.294690 -0.4 -1.0 -0.8
C 0.477723 -0.811902 0.385559 -1.0 -2.2 -1.4
C 1.551310 2.365932 -0.918910 2.4 1.5 0.6
C -1.142039 0.350714 1.742886 1.1 0.8 3.0
C -1.862989 -0.787034 -0.403564 0.4 -0.1 -1.0
C -3.021946 0.078643 -0.841821 -1.9 -0.3 -0.3
N -0.498596 1.150468 -0.339297 1.5 0.6 -0.9
N 2.649597 -0.238678 -0.643269 0.3 0.9 1.7
N 2.173424 0.428668 1.617446 -1.3 -1.2 -1.4
N 0.036091 -1.839262 -1.979839 3.8 1.4 -0.7
N 0.576437 -1.999932 1.000786 -2.0 0.6 -0.8
N -0.811053 -0.099954 0.324509 0.9 2.8 1.9
O -3.439324 0.887863 0.215333 -1.4 2.5 1.4
H 2.264640 1.915215 -1.632050 -0.1 0.4 0.4
H 2.195047 3.002363 -0.162619 -1.2 -1.7 -1.1
H 1.006202 3.085578 -1.442059 -1.2 1.0 -0.8
H -2.088511 0.886856 1.992376 0.6 -0.8 -1.4
H -1.028903 -0.518517 2.396545 -0.5 -0.2 -0.3
H -0.329281 1.035710 2.210721 -1.0 -1.1 -1.6
H -1.167494 -1.165096 -1.262724 -2.0 0.1 0.7
H -2.148981 -1.533470 0.317526 -0.6 -0.7 -0.1
H -2.862573 0.715145 -1.758598 0.1 -1.2 0.7
H -3.887399 -0.637567 -0.873317 0.9 0.2 -1.4
H 3.176348 -1.052195 -0.424019 0.3 -0.7 0.6
H 2.433519 -0.273936 -1.596147 -0.7 0.2 -1.4
H 1.984313 1.341697 1.949380 0.6 0.8 0.5
H 3.096316 0.057246 1.607994 0.9 0.7 0.5
H 0.097221 -2.789620 -1.654986 0.0 -0.7 0.4
H 1.093218 -1.622858 -2.213676 -2.6 -0.6 0.4
H 1.400765 -2.057935 1.486756 2.1 -1.0 1.6
H -0.055261 -2.799428 0.913885 0.5 0.7 0.1
H -4.253478 1.467396 0.045863 1.9 -1.6 -0.1
```
Positions in Å, forces in eV/Å.